(1)
{
  "formula": "C47H46ClMgN4O9Se",
  "method": "wB97M-V/def2-TZVPD",
  "homo_lumo_gap_ev": 7.67,
  "charge": -1,
  "e_above_lowest_kcal_mol": 0.0,
  "symbols": ["Mg", "C", "C", "C", "O", "C", "C", "O", "C", "O", "C", "C", "C", "C", "C", "C", "C", "C", "C", "C", "C", "C", "C", "O", "C", "C", "C", "C", "C", "C", "C", "C", "C", "C", "C", "C", "H", "H", "H", "H", "H", "H", "H", "H", "H", "H", "H", "H", "H", "H", "H", "H", "H", "H", "H", "H", "H", "H", "H", "H", "H", "H", "H", "H", "O", "Cl", "O", "O", "O", "C", "C", "N", "C", "C", "C", "O", "C", "C", "C", "C", "N", "C", "H", "H", "H", "H", "H", "H", "H", "H", "H", "H", "H", "H", "H", "H", "Se", "N", "C", "C", "C", "C", "C", "C", "N", "H", "H", "H", "H"],
  "positions_angstrom": [[0.291154, -1.333984, -0.888765], [-3.462438, 2.708097, -2.911227], [-3.279984, 2.479975, -1.422380], [-4.139346, 3.400235, -0.571246], [-1.924682, 2.672803, -1.052073], [-1.357450, 1.387845, -0.773439], [-2.577399, 0.622356, -0.244035], [-3.571612, 1.126478, -1.150652], [-2.589363, -0.946412, -0.340833], [-1.641937, -1.422478, -1.233279], [-2.355854, -1.604188, 1.036692], [-1.828238, -0.942411, 2.134479], [-1.554615, -1.618258, 3.319742], [-1.829831, -2.969975, 3.432381], [-2.382012, -3.640921, 2.346011], [-2.632095, -2.966837, 1.164117], [-4.008221, -1.370758, -0.767000], [-4.201251, -2.159902, -1.887696], [-5.478466, -2.577552, -2.251742], [-6.576592, -2.211580, -1.492016], [-6.388342, -1.428964, -0.356538], [-5.116828, -1.018815, 0.000931], [-0.038408, 1.526709, 0.015865], [0.506938, 0.270034, 0.176183], [-0.225964, 2.229580, 1.375295], [-0.775842, 3.507663, 1.488557], [-0.885451, 4.126460, 2.725287], [-0.428546, 3.493727, 3.874477], [0.146810, 2.236965, 3.769926], [0.246395, 1.616353, 2.530691], [0.958335, 2.381870, -0.808279], [0.776737, 2.734710, -2.141596], [1.769064, 3.409123, -2.844976], [2.963520, 3.743625, -2.230043], [3.156113, 3.401856, -0.896462], [2.162230, 2.735766, -0.199590], [-3.256162, 3.749313, -3.161893], [-4.483437, 2.461505, -3.205011], [-2.776164, 2.062813, -3.460838], [-3.842667, 4.438818, -0.725606], [-4.004143, 3.152539, 0.482062], [-5.190615, 3.283793, -0.836638], [-1.084832, 0.904677, -1.712350], [-2.830764, 0.956654, 0.768327], [-1.590341, 0.107247, 2.076796], [-1.117040, -1.077879, 4.151518], [-1.613497, -3.498595, 4.352742], [-2.604404, -4.699429, 2.418476], [-3.043867, -3.501500, 0.316516], [-3.334732, -2.462306, -2.458938], [-5.609506, -3.196363, -3.131742], [-7.571152, -2.536018, -1.773132], [-7.238142, -1.142075, 0.251486], [-4.977659, -0.416649, 0.892273], [-1.110054, 4.021176, 0.598794], [-1.322341, 5.116158, 2.790149], [-0.511617, 3.981038, 4.838382], [0.523513, 1.733977, 4.653053], [0.689441, 0.633888, 2.441868], [-0.146733, 2.498790, -2.651679], [1.603771, 3.660832, -3.886180], [3.737480, 4.264549, -2.780773], [4.083400, 3.658556, -0.397270], [2.317718, 2.478951, 0.841223], [0.914176, -3.370902, -2.014743], [2.343097, -3.102984, -1.899159], [2.970592, -4.078307, -1.062666], [2.953608, -3.053137, -3.186405], [2.431690, -1.780309, -1.253697], [3.801601, 0.865321, 4.502702], [4.666674, -0.280052, 3.996609], [3.937670, -1.155487, 3.084020], [4.404131, -1.203620, 1.694854], [4.125948, 0.072821, 0.917945], [3.060893, -2.030497, 3.645638], [2.962153, -2.172568, 4.859086], [2.160110, -2.778810, 2.715936], [1.909754, -4.134558, 2.868561], [1.061207, -4.754839, 1.970565], [0.486108, -3.999856, 0.958949], [0.688155, -2.691115, 0.836203], [1.501419, -2.099017, 1.708149], [4.376124, 1.518806, 5.162020], [2.955120, 0.471177, 5.064335], [3.417180, 1.459947, 3.672289], [5.033139, -0.872159, 4.837285], [5.529613, 0.105738, 3.452225], [3.946937, -2.051465, 1.190198], [5.482041, -1.399029, 1.721692], [3.056522, 0.237939, 0.779992], [4.574851, 0.005112, -0.074115], [4.549721, 0.945334, 1.421998], [2.385548, -4.682361, 3.672301], [0.851803, -5.813673, 2.032896], [-0.148857, -4.454818, 0.210108], [1.626194, -1.032534, 1.568561], [-1.336490, -0.871536, -3.773071], [0.267889, -0.631568, -3.021766], [1.092135, -0.171730, -3.941234], [2.463199, 0.176640, -3.716319], [3.182249, 0.659608, -4.753753], [2.611311, 0.833259, -6.061258], [1.319386, 0.525218, -6.316843], [0.510987, 0.008508, -5.252023], [-0.760535, -0.316734, -5.360362], [2.881836, 0.051229, -2.728617], [4.217834, 0.935581, -4.600045], [3.238811, 1.223663, -6.853055], [0.874488, 0.654108, -7.294368]],
  "atomic_forces_ev_per_a": [[-0.1, -0.1, 0.0], [0.0, 0.0, 0.0], [0.0, 0.0, 0.0], [0.0, 0.0, 0.0], [0.0, 0.0, 0.0], [0.0, 0.0, 0.0], [0.0, 0.0, 0.0], [0.0, 0.0, 0.0], [0.0, 0.0, 0.0], [0.0, 0.0, 0.0], [0.0, 0.0, 0.0], [0.0, 0.0, 0.0], [0.0, 0.0, 0.0], [0.0, 0.0, 0.0], [0.0, 0.0, 0.0], [0.0, 0.0, 0.0], [0.0, 0.0, 0.0], [0.0, 0.0, 0.0], [0.0, 0.0, 0.0], [0.0, 0.0, 0.0], [0.0, 0.0, 0.0], [0.0, 0.0, 0.0], [0.0, 0.0, 0.0], [0.0, 0.0, 0.0], [0.0, 0.0, 0.0], [0.0, 0.0, 0.0], [0.0, 0.0, 0.0], [0.0, 0.0, 0.0], [0.0, 0.0, 0.0], [0.0, 0.0, 0.0], [0.0, 0.0, 0.0], [0.0, 0.0, 0.0], [0.0, 0.0, 0.0], [0.0, 0.0, 0.0], [0.0, 0.0, 0.0], [0.0, 0.0, 0.0], [0.0, 0.0, 0.0], [0.0, 0.0, 0.0], [0.0, 0.0, 0.0], [0.0, 0.0, 0.0], [0.0, 0.0, 0.0], [0.0, 0.0, 0.0], [0.0, 0.0, 0.0], [0.0, 0.0, 0.0], [0.0, 0.0, 0.0], [0.0, 0.0, 0.0], [0.0, 0.0, 0.0], [0.0, 0.0, 0.0], [0.0, 0.0, 0.0], [0.0, 0.0, 0.0], [0.0, 0.0, 0.0], [0.0, 0.0, 0.0], [0.0, 0.0, 0.0], [0.0, 0.0, 0.0], [0.0, 0.0, 0.0], [0.0, 0.0, 0.0], [0.0, 0.0, 0.0], [0.0, 0.0, 0.0], [0.0, 0.0, 0.0], [0.0, 0.0, 0.0], [0.0, 0.0, 0.0], [0.0, 0.0, 0.0], [0.0, 0.0, 0.0], [0.0, 0.0, 0.0], [0.0, 0.0, 0.0], [0.0, 0.0, 0.0], [0.0, 0.0, 0.0], [0.0, 0.0, 0.0], [0.1, 0.0, 0.0], [0.0, 0.0, 0.0], [0.0, 0.0, 0.0], [0.0, 0.0, 0.0], [0.0, 0.0, 0.0], [0.0, 0.0, 0.0], [0.0, 0.0, 0.0], [0.0, 0.0, 0.0], [0.0, 0.0, 0.0], [0.0, 0.0, 0.0], [0.0, 0.0, 0.0], [0.0, 0.0, 0.0], [0.0, 0.0, 0.0], [0.0, 0.0, 0.0], [0.0, 0.0, 0.0], [0.0, 0.0, 0.0], [0.0, 0.0, 0.0], [0.0, 0.0, 0.0], [0.0, 0.0, 0.0], [0.0, 0.0, 0.0], [0.0, 0.0, 0.0], [0.0, 0.0, 0.0], [0.0, 0.0, 0.0], [0.0, 0.0, 0.0], [0.0, 0.0, 0.0], [0.0, 0.0, 0.0], [0.0, 0.0, 0.0], [0.0, 0.0, 0.0], [0.0, 0.0, 0.0], [0.0, 0.0, 0.0], [0.0, 0.0, 0.0], [0.0, 0.0, 0.0], [0.0, 0.0, 0.0], [0.0, 0.0, 0.0], [0.0, 0.0, 0.0], [0.0, 0.0, 0.0], [0.0, 0.0, 0.0], [0.0, 0.0, 0.0], [0.0, 0.0, 0.0], [0.0, 0.0, 0.0], [0.0, 0.0, 0.0]]
}


(2)
{
  "formula": "C47H46F3NO14PS",
  "method": "wB97M-V/def2-TZVPD",
  "homo_lumo_gap_ev": 7.05,
  "charge": 1,
  "symbols": ["C", "C", "P", "C", "N", "S", "C", "C", "C", "C", "O", "C", "O", "C", "C", "C", "F", "F", "F", "H", "H", "H", "H", "H", "H", "H", "H", "H", "H", "H", "H", "H", "H", "H", "H", "H", "H", "H", "H", "H", "H", "C", "C", "C", "O", "C", "C", "C", "O", "H", "H", "H", "H", "C", "C", "C", "O", "C", "C", "C", "O", "H", "H", "H", "H", "C", "C", "C", "O", "C", "C", "C", "O", "H", "H", "H", "H", "C", "C", "C", "O", "C", "C", "C", "O", "H", "H", "H", "H", "C", "C", "C", "O", "C", "C", "C", "O", "H", "H", "H", "H", "C", "C", "C", "O", "C", "C", "C", "O", "H", "H", "H", "H"],
  "positions_angstrom": [[5.433422, -4.606055, 0.085975], [5.031776, -4.833067, -1.378172], [4.585817, -3.296857, -2.251130], [4.636189, -3.805728, -3.997083], [2.704908, -3.176462, -1.919555], [2.042232, -2.144965, -3.202688], [2.041632, -4.547982, -1.856904], [0.539613, -4.614953, -2.100947], [-0.364321, -3.807250, -1.138559], [-1.207069, -2.754295, -1.842643], [-2.193957, -2.275438, -0.929929], [-3.394243, -1.997690, -1.522828], [-3.728142, -0.887482, -1.838717], [2.598413, -2.481849, -0.562734], [1.933673, -1.112754, -0.561419], [1.828412, -0.604526, 0.871261], [0.821576, -1.210305, 1.521772], [1.585435, 0.712475, 0.859693], [2.950547, -0.811405, 1.586808], [4.629618, -4.171332, 0.682822], [5.653910, -5.574418, 0.538183], [6.325107, -3.988597, 0.178109], [5.898599, -5.201815, -1.933281], [4.292347, -5.626736, -1.448426], [4.496321, -2.929382, -4.626872], [3.955491, -4.608725, -4.279651], [5.666292, -4.145750, -4.133227], [1.966849, -3.133228, -4.104544], [2.279032, -4.965683, -0.879098], [2.549916, -5.168557, -2.598520], [0.293849, -4.389382, -3.140249], [0.302324, -5.674535, -1.978162], [0.202034, -3.360550, -0.322093], [-1.078051, -4.485209, -0.667971], [-1.682222, -3.214218, -2.717758], [-0.622009, -1.902377, -2.193953], [-4.079727, -2.843781, -1.676309], [2.055857, -3.146741, 0.103089], [3.611713, -2.378568, -0.176803], [2.495648, -0.362884, -1.118757], [0.904673, -1.164039, -0.918238], [-0.867457, 2.157580, 2.483558], [-1.426120, 0.991377, 2.173409], [-2.847776, 0.709180, 2.495435], [-3.354897, -0.354158, 2.208029], [-3.619507, 1.782488, 3.171082], [-3.063221, 2.952156, 3.478708], [-1.638615, 3.228296, 3.162658], [-1.121426, 4.298973, 3.400700], [0.164320, 2.385500, 2.248280], [-0.866556, 0.223862, 1.662999], [-4.656770, 1.559673, 3.386134], [-3.620127, 3.751751, 3.950079], [-2.873700, 6.900529, 3.251452], [-2.143079, 8.008524, 3.168496], [-2.561352, 9.135363, 2.299930], [-1.870487, 10.128985, 2.197979], [-3.814006, 8.977518, 1.521843], [-4.556884, 7.878973, 1.628151], [-4.146925, 6.763572, 2.509610], [-4.803361, 5.741162, 2.584447], [-2.578020, 6.050270, 3.848421], [-1.216327, 8.127169, 3.712335], [-4.072543, 9.792735, 0.858497], [-5.465339, 7.736691, 1.059970], [-2.397514, 3.459501, -0.091495], [-3.272995, 4.460411, -0.116929], [-2.964900, 5.736389, -0.815282], [-3.764728, 6.647464, -0.798214], [-1.646850, 5.853959, -1.486116], [-0.772961, 4.850300, -1.460427], [-1.078636, 3.575253, -0.760442], [-0.277950, 2.662742, -0.733223], [-2.597485, 2.522021, 0.413299], [-4.238788, 4.407457, 0.371492], [-1.443733, 6.793977, -1.983350], [0.196484, 4.910609, -1.938304], [-6.222457, -3.282196, 1.385866], [-7.177294, -2.557440, 1.961346], [-8.603142, -2.718850, 1.572998], [-9.474178, -2.060051, 2.093096], [-8.917150, -3.720586, 0.520177], [-7.959449, -4.443370, -0.054026], [-6.537519, -4.279296, 0.333805], [-5.658524, -4.933615, -0.191897], [-5.177179, -3.183706, 1.652168], [-6.971301, -1.823506, 2.729775], [-9.961994, -3.820670, 0.255637], [-8.163916, -5.178008, -0.822378], [7.346107, -8.579275, -4.691466], [6.592412, -7.667193, -4.083960], [5.115337, -7.707431, -4.176643], [4.419873, -6.871152, -3.623012], [4.503129, -8.799074, -4.966924], [5.251267, -9.714371, -5.577004], [6.734794, -9.678676, -5.487984], [7.420362, -10.506236, -6.037914], [8.427345, -8.572602, -4.639950], [7.023640, -6.863075, -3.500496], [3.421748, -8.804876, -5.015931], [4.827274, -10.521251, -6.160699], [2.694907, 9.174904, 2.983722], [1.544002, 8.857569, 3.570000], [1.512377, 8.172454, 4.886640], [0.463108, 7.884485, 5.424723], [2.813554, 7.853350, 5.525580], [3.964815, 8.166948, 4.938087], [3.997426, 8.851929, 3.619737], [5.047200, 9.133218, 3.084985], [2.742293, 9.677374, 2.026102], [0.587586, 9.097340, 3.123183], [2.763750, 7.356806, 6.486245], [4.926543, 7.944972, 5.382709]],
  "atomic_forces_ev_per_a": [[-0.1, -0.3, 0.0], [0.1, -0.1, 0.5], [0.2, 0.4, -0.1], [-0.2, 0.1, 0.1], [0.1, -0.6, 0.3], [-0.1, 0.1, -0.1], [-0.2, -0.1, -0.5], [-0.1, 0.1, 0.4], [-0.2, -0.2, -0.1], [0.0, -0.2, 0.0], [0.0, -0.1, -0.1], [-0.8, 1.4, -0.4], [0.5, -0.9, 0.4], [0.0, 0.3, 0.2], [0.0, -0.1, 0.4], [0.1, 0.4, -0.2], [0.1, -0.2, 0.0], [0.0, -0.3, 0.1], [-0.1, 0.0, -0.2], [0.1, 0.1, 0.0], [0.1, 0.1, 0.0], [-0.1, 0.1, 0.0], [0.0, 0.0, -0.1], [0.0, 0.0, -0.2], [0.0, 0.0, 0.0], [0.1, -0.1, 0.0], [-0.1, -0.1, -0.1], [0.1, 0.0, 0.0], [0.1, 0.2, 0.0], [0.0, 0.1, 0.0], [0.1, 0.1, 0.0], [0.1, 0.0, -0.1], [-0.2, 0.0, 0.0], [0.1, 0.0, 0.0], [0.0, 0.0, 0.0], [0.0, 0.0, -0.1], [0.3, -0.3, 0.2], [0.1, 0.0, -0.1], [0.0, 0.0, -0.1], [0.0, -0.1, -0.1], [0.1, 0.1, -0.1], [0.0, -0.1, 0.2], [0.1, 0.2, 0.1], [0.1, 0.0, 0.0], [-0.1, -0.1, 0.0], [0.0, 0.0, 0.0], [0.0, 0.0, 0.1], [0.0, -0.1, -0.2], [0.0, 0.0, 0.1], [0.0, 0.0, 0.0], [-0.2, -0.1, 0.0], [0.0, 0.0, 0.0], [0.0, 0.0, 0.0], [-0.1, 0.1, 0.1], [-0.1, -0.1, 0.0], [0.1, -0.1, -0.1], [0.0, 0.0, 0.0], [-0.1, 0.0, 0.1], [-0.1, 0.2, 0.0], [0.1, -0.1, -0.1], [0.0, 0.0, 0.0], [0.1, 0.0, 0.0], [0.0, 0.0, 0.1], [0.0, 0.0, 0.0], [0.0, 0.0, 0.0], [-0.1, 0.0, -0.1], [0.0, -0.1, 0.0], [-0.1, -0.1, 0.3], [0.2, 0.0, -0.3], [0.0, 0.0, 0.0], [0.0, 0.0, 0.0], [-0.1, 0.1, 0.0], [0.1, -0.1, -0.1], [0.0, 0.1, -0.2], [0.0, 0.0, 0.0], [0.0, 0.0, 0.0], [0.0, 0.0, 0.0], [0.0, 0.0, 0.0], [0.0, 0.0, 0.0], [0.0, 0.0, 0.0], [0.0, 0.0, 0.0], [0.0, 0.0, 0.0], [0.0, 0.0, 0.0], [0.0, 0.0, 0.0], [0.0, 0.1, -0.1], [0.0, 0.0, 0.0], [0.0, 0.0, 0.0], [0.0, 0.0, 0.0], [0.0, 0.0, 0.0], [0.0, 0.0, 0.0], [0.0, 0.0, 0.0], [-0.1, -0.1, -0.1], [0.0, 0.0, 0.0], [0.0, 0.0, 0.0], [0.0, 0.0, 0.0], [0.0, 0.0, 0.0], [0.0, 0.0, 0.0], [0.0, 0.0, 0.0], [0.0, 0.0, 0.0], [0.0, 0.0, 0.0], [0.0, 0.0, 0.0], [0.0, 0.0, 0.0], [0.0, 0.0, 0.0], [0.0, 0.0, 0.0], [0.0, 0.0, -0.1], [0.0, 0.0, 0.0], [0.0, 0.0, 0.0], [0.0, 0.0, 0.0], [0.0, 0.0, 0.0], [0.0, 0.0, 0.0], [0.0, 0.1, 0.0], [0.0, 0.0, 0.0], [0.0, 0.0, 0.0]]
}


Q: Which formula does entry 1 have?
A: C47H46ClMgN4O9Se


Q: Which formula does entry 2 have?
A: C47H46F3NO14PS